Entry 1:
# C4H18O5

A cluster of 5 separate species, C4H18O5 in total at a distorted geometry (ωB97M-V/def2-TZVPD, the Open Molecules 2025 dataset).

HOMO level: -10.33 eV
Frontier orbital gap: 11.018 eV
Charge: 0
F_max: 1.7 eV/A
LUMO: 0.0253 Ha
SMILES string: CCO.CCO.O.O.O
ΔE to the lowest compared entry with this formula, charge and spin: 5.6 kcal/mol

Positions of all 27 atoms, in Å:
C  -12.85  -9.65  1.18
C  -11.43  -9.90  1.67
O  -11.38  -9.56  3.04
H  -13.59  -10.25  1.67
H  -12.96  -9.79  0.12
H  -13.10  -8.59  1.32
H  -10.73  -9.37  0.99
H  -11.23  -10.97  1.51
H  -10.46  -9.63  3.34
C  -4.78  -6.87  3.52
C  -5.35  -6.28  4.78
O  -6.46  -7.11  5.19
H  -4.88  -7.96  3.53
H  -3.71  -6.57  3.45
H  -5.35  -6.64  2.63
H  -5.70  -5.27  4.55
H  -4.50  -6.23  5.46
H  -6.76  -6.98  6.09
O  -10.23  -6.72  2.05
H  -10.26  -7.46  2.65
H  -10.94  -6.85  1.41
O  -7.84  -6.71  1.34
H  -7.82  -6.63  0.37
H  -8.78  -6.49  1.52
O  -8.36  -8.49  3.22
H  -7.77  -8.29  3.95
H  -7.87  -8.11  2.51

=====

Entry 2:
# C4H18O7

A cluster of 6 separate species, C4H18O7 in total at a distorted geometry (ωB97M-V/def2-TZVPD, the Open Molecules 2025 dataset).

HOMO level: -9.66 eV
Frontier orbital gap: 9.937 eV
Charge: 0
F_max: 6.0 eV/A
LUMO: 0.0100 Ha
SMILES string: O=CCCCO.O.O.O.O.O
ΔE to the lowest compared entry with this formula, charge and spin: 100.4 kcal/mol

Positions of all 29 atoms, in Å:
O  -0.39  -1.09  -2.04
C  -1.09  -0.25  -1.55
C  -0.67  1.01  -0.87
C  -1.01  1.05  0.60
C  -0.27  1.95  1.62
O  -1.30  2.85  1.95
H  -2.19  -0.27  -1.72
H  0.47  1.20  -1.13
H  -1.19  1.87  -1.41
H  -2.11  1.30  0.53
H  -0.94  0.10  1.05
H  0.62  2.35  1.18
H  -0.28  1.44  2.70
H  -1.39  3.64  1.30
O  1.71  -2.82  -1.04
H  1.31  -2.04  -0.91
H  1.14  -3.57  -0.84
O  -0.48  -2.47  0.64
H  -0.97  -2.41  1.51
H  -0.57  -1.57  0.40
O  3.06  2.33  -0.60
H  3.02  2.98  0.19
H  3.86  1.75  -0.25
O  -3.46  -1.51  -0.73
H  -3.42  -1.99  -1.65
H  -2.67  -1.89  -0.28
O  2.87  -1.28  0.81
H  3.29  -0.63  0.37
H  3.03  -2.04  0.16

=====

Entry 3:
# C4H18O7V

A structure of composition C4H18O7V at a distorted geometry (ωB97M-V/def2-TZVPD, the Open Molecules 2025 dataset).

HOMO level (spin up / spin down): -6.44 / -7.30 eV
Frontier orbital gap (spin up / spin down): 6.596 / 7.453 eV
Charge: 0
F_max: 1.8 eV/A
LUMO (spin up / spin down): 0.0057 / 0.0057 Ha
2S+1: 4
ΔE to the lowest compared entry with this formula, charge and spin: 7.2 kcal/mol

Positions of all 30 atoms, in Å:
V  -0.26  -0.79  -0.25
C  2.74  0.89  -1.06
O  1.70  0.08  -0.67
H  3.70  0.35  -1.07
H  2.64  1.29  -2.09
H  2.89  1.79  -0.43
C  -3.37  -2.13  -0.18
O  -2.09  -1.90  0.30
H  -4.07  -1.28  -0.09
H  -3.44  -2.41  -1.25
H  -3.79  -2.98  0.37
C  0.39  2.86  1.35
C  0.70  1.54  2.06
O  -0.26  0.55  1.74
O  0.10  2.62  -0.02
H  1.28  3.49  1.41
H  -0.44  3.43  1.76
H  0.70  1.73  3.14
H  1.70  1.22  1.76
H  -1.02  0.71  2.31
H  0.73  1.96  -0.34
O  0.18  -2.37  -1.97
H  1.14  -2.46  -2.07
H  -0.20  -2.94  -2.65
O  0.74  -2.29  0.88
H  0.45  -3.21  0.96
H  1.63  -2.25  1.27
O  -1.27  0.59  -1.52
H  -1.92  1.20  -1.17
H  -1.29  0.70  -2.48

=====

Entry 4:
# C4H19N2O6S

A cluster of 6 separate species, C4H19N2O6S in total at a distorted geometry (ωB97M-V/def2-TZVPD, the Open Molecules 2025 dataset).

HOMO level (spin up / spin down): -10.13 / -10.02 eV
Frontier orbital gap (spin up / spin down): 10.227 / 6.793 eV
Charge: 0
F_max: 2.8 eV/A
LUMO (spin up / spin down): 0.0035 / -0.1185 Ha
2S+1: 2

Positions of all 32 atoms, in Å:
O  -1.60  -2.35  -1.86
C  -1.36  -1.18  -1.67
N  -0.65  -0.44  -2.61
C  0.34  0.58  -2.22
C  1.49  0.01  -1.37
S  2.01  1.19  -0.08
C  -1.84  -0.44  -0.41
N  -2.14  -1.40  0.64
H  -0.20  -1.15  -3.19
H  0.67  1.08  -3.13
H  -0.24  1.38  -1.74
H  2.31  -0.12  -2.09
H  1.26  -0.94  -0.90
H  -2.68  0.22  -0.63
H  -0.98  0.15  -0.10
H  -2.63  -2.24  0.36
H  -1.29  -1.83  0.98
H  1.19  2.24  2.25
H  1.37  0.69  2.44
O  1.19  1.52  2.89
H  0.70  -3.39  1.47
H  -0.52  -3.17  0.28
O  0.37  -3.27  0.59
H  -1.66  1.11  1.78
H  -0.47  1.65  2.52
O  -1.38  1.92  2.23
H  -0.50  3.43  -0.62
H  -1.07  2.78  0.65
O  -1.24  3.48  0.00
H  2.83  -1.09  0.94
H  1.38  -1.20  1.49
O  2.31  -1.29  1.72

=====

Entry 5:
# C4H19NO5

A cluster of 5 separate species, C4H19NO5 in total at a distorted geometry (ωB97M-V/def2-TZVPD, the Open Molecules 2025 dataset).

HOMO level: -9.27 eV
Frontier orbital gap: 9.465 eV
Charge: 0
F_max: 2.4 eV/A
LUMO: 0.0072 Ha
SMILES string: COC[C@H](C)N.O.O.O.O
ΔE to the lowest compared entry with this formula, charge and spin: 35.3 kcal/mol

Positions of all 29 atoms, in Å:
C  -25.42  15.77  2.32
O  -25.53  14.58  1.60
C  -24.34  13.86  1.68
C  -24.58  12.40  1.10
C  -23.31  11.46  1.11
N  -25.10  12.48  -0.27
H  -26.21  16.49  2.11
H  -24.50  16.35  2.27
H  -25.61  15.53  3.37
H  -23.48  14.36  1.23
H  -24.00  13.79  2.71
H  -25.25  11.80  1.71
H  -22.44  11.91  0.64
H  -23.47  10.52  0.58
H  -23.01  11.10  2.09
H  -24.24  12.60  -0.79
H  -25.60  13.35  -0.23
O  -25.68  19.32  2.97
H  -25.93  20.20  3.25
H  -26.34  18.74  3.37
O  -22.86  21.70  4.66
H  -22.99  21.08  5.38
H  -23.73  21.85  4.31
O  -28.07  18.24  4.18
H  -28.59  18.05  3.40
H  -28.58  18.90  4.65
O  -25.51  22.33  2.99
H  -26.04  22.53  2.22
H  -25.64  23.08  3.57

=====

Entry 6:
# C4H19NO6

A cluster of 7 separate species, C4H19NO6 in total at a distorted geometry (ωB97M-V/def2-TZVPD, the Open Molecules 2025 dataset).

HOMO level: -7.44 eV
Frontier orbital gap: 7.917 eV
Charge: 0
F_max: 1.4 eV/A
LUMO: 0.0176 Ha
SMILES string: C=CC(=C)N.O.O.O.O.O.O
ΔE to the lowest compared entry with this formula, charge and spin: 52.2 kcal/mol

Positions of all 30 atoms, in Å:
C  -2.95  0.50  -1.11
C  -1.94  0.05  -0.38
C  -1.90  0.18  1.10
C  -2.31  1.25  1.79
N  -1.07  -0.76  1.69
H  -3.02  0.59  -2.19
H  -3.94  0.72  -0.70
H  -1.04  -0.40  -0.81
H  -3.10  1.95  1.62
H  -1.69  1.68  2.58
H  -1.09  -0.87  2.69
H  -0.55  -1.42  1.13
O  1.03  0.27  -2.55
H  1.19  0.81  -1.75
H  1.80  0.41  -3.14
O  0.45  2.52  1.00
H  0.16  1.70  1.46
H  -0.12  3.26  1.22
O  2.80  -0.70  1.41
H  3.76  -0.79  1.37
H  2.41  -1.55  1.21
O  2.23  1.62  -0.63
H  2.32  0.88  -0.03
H  2.09  2.36  -0.03
O  0.57  -2.35  0.43
H  0.82  -2.24  -0.53
H  0.13  -3.21  0.48
O  1.21  -2.34  -2.19
H  0.64  -2.77  -2.83
H  1.12  -1.35  -2.27